Record 1
{"formula": "C3H4N2O", "method": "ωB97M-V with the def2-TZVPD basis set", "elements": ["O", "C", "C", "N", "C", "N", "H", "H", "H", "H"], "positions_angstrom": [[-1.67323, -1.36044, -0.00132], [-0.78894, -0.52410, -0.03540], [0.67222, -0.88932, 0.23634], [1.51738, 0.31656, 0.20232], [0.77831, 1.27032, -0.06883], [-0.85588, 0.78872, -0.29257], [0.75739, -1.36493, 1.21397], [1.02050, -1.59602, -0.51929], [0.38899, 2.21954, -0.26736], [-1.81674, 1.13966, -0.46785]], "forces_ev_per_a": [[-0.1, 0.2, -0.1], [0.2, -0.9, 0.2], [0.2, -0.3, 0.1], [-0.8, 1.0, -0.3], [-4.3, -1.7, -0.5], [1.2, -0.9, 0.4], [0.1, 0.0, -0.1], [0.0, 0.0, 0.1], [2.3, 2.3, 0.1], [1.3, 0.3, 0.1]], "relative_energy_ev": 2.364, "max_force_ha_per_bohr": 0.0904, "gap_ha": 0.3776, "e_homo_ev": -9.434, "smiles": "O=C1CN=CN1", "spin_multiplicity": 1}

Record 2
{"formula": "C3H17N2O7", "method": "ωB97M-V with the def2-TZVPD basis set", "elements": ["C", "N", "C", "O", "O", "C", "N", "H", "H", "H", "H", "H", "H", "H", "H", "H", "O", "H", "H", "O", "H", "H", "O", "H", "H", "O", "H", "H", "O"], "positions_angstrom": [[0.83779, -1.23094, 0.83540], [0.21857, 0.02426, 0.40789], [0.29741, 0.45647, -0.95150], [1.33941, 0.26832, -1.59390], [-0.71735, 1.11914, -1.34543], [0.00811, -2.45186, 0.52687], [0.04546, -2.79205, -0.88372], [1.20161, -1.16783, 1.86087], [1.73618, -1.28368, 0.22991], [-0.74287, 0.12212, 0.71926], [0.41770, -3.27468, 1.11416], [-1.01726, -2.35268, 0.87196], [0.55711, -2.09770, -1.40483], [-0.86578, -2.81938, -1.31971], [0.80833, 1.67489, 1.28715], [0.50869, 2.93710, 0.62519], [0.84992, 2.63701, 1.48366], [2.95593, 0.00863, -0.80719], [3.62403, 1.07331, 0.03822], [3.76431, 0.17105, -0.26791], [-2.05581, 0.89871, -0.45858], [-3.49187, 1.43915, -0.25415], [-2.88389, 0.79544, 0.10641], [-0.16469, 0.79917, 3.52819], [-0.98163, 1.84451, 2.83520], [-0.96945, 1.31506, 3.64499], [-2.98414, -1.03626, -2.16164], [-1.60605, -0.41307, -2.25716], [-2.12188, -1.19585, -2.51207]], "forces_ev_per_a": [[0.3, 0.7, -0.8], [-0.5, -0.1, 0.2], [0.0, 0.6, 0.1], [0.0, -0.5, 0.0], [0.1, -0.4, 0.0], [0.0, -0.5, 0.3], [0.0, -0.2, -0.4], [-0.4, 0.0, 0.2], [0.3, -0.2, 0.1], [0.1, -0.1, 0.1], [0.2, -0.2, 0.1], [-0.3, 0.3, 0.1], [0.2, 0.1, -0.1], [-0.1, 0.1, 0.2], [0.2, 0.0, 0.2], [0.1, 0.3, 0.3], [-0.3, -0.3, -0.7], [0.2, 0.2, 0.1], [0.0, -0.1, 0.0], [-0.1, 0.0, -0.1], [-0.4, 0.2, 0.1], [-0.1, 0.2, 0.0], [0.3, -0.3, -0.1], [0.0, 0.0, 0.1], [0.0, 0.1, 0.1], [0.1, -0.1, -0.2], [-0.8, 0.2, 0.5], [0.0, 0.2, 0.0], [0.7, -0.3, -0.5]], "relative_energy_ev": 0.000, "max_force_ha_per_bohr": 0.0221, "gap_ha": 0.3399, "e_homo_ev": -5.960, "charge": -1, "spin_multiplicity": 1}

Record 3
{"formula": "C29H28N4O5", "method": "ωB97M-V with the def2-TZVPD basis set", "elements": ["C", "O", "C", "C", "C", "C", "C", "N", "C", "O", "N", "C", "C", "C", "C", "O", "N", "C", "C", "N", "C", "C", "C", "C", "C", "C", "O", "C", "C", "C", "C", "C", "C", "C", "C", "O", "C", "C", "H", "H", "H", "H", "H", "H", "H", "H", "H", "H", "H", "H", "H", "H", "H", "H", "H", "H", "H", "H", "H", "H", "H", "H", "H", "H", "H", "H"], "positions_angstrom": [[-6.63133, -1.46044, -3.07536], [-6.12448, -0.24098, -2.59176], [-5.53804, -0.22042, -1.36185], [-5.36757, -1.32865, -0.53986], [-4.75677, -1.18504, 0.69484], [-4.31337, 0.05287, 1.13324], [-3.62172, 0.19222, 2.46320], [-2.17206, 0.03385, 2.30740], [-1.45051, 1.17794, 2.03307], [-1.95422, 2.27439, 1.93347], [-0.10009, 1.00468, 1.87903], [0.53124, -0.21060, 1.88199], [1.88689, -0.31349, 1.59298], [2.49299, -1.55674, 1.54042], [3.92672, -1.50714, 1.10707], [4.76510, -0.91859, 1.75869], [4.21429, -2.05193, -0.10744], [3.27931, -2.72507, -0.97508], [2.64234, -1.71173, -1.96499], [3.42453, -0.49614, -1.98445], [2.94027, 0.65303, -1.39526], [1.57617, 0.97108, -1.50243], [1.05147, 2.10508, -0.92617], [1.86675, 2.98747, -0.21416], [1.36949, 4.20665, 0.46406], [-0.07143, 4.58920, 0.23934], [2.09799, 4.86301, 1.18058], [3.23207, 2.69434, -0.14145], [3.76366, 1.56409, -0.71967], [4.83723, -0.78386, -2.08351], [5.35892, -1.53471, -0.82876], [1.76860, -2.70517, 1.86493], [0.42837, -2.60190, 2.17322], [-0.21199, -1.36193, 2.15421], [-1.65330, -1.25215, 2.40494], [-2.36623, -2.19711, 2.66547], [-4.47861, 1.15839, 0.30434], [-5.08260, 1.02574, -0.92682], [-5.83907, -2.20666, -3.19670], [-7.06357, -1.23451, -4.04898], [-7.41021, -1.86125, -2.41871], [-5.70525, -2.30644, -0.84547], [-4.62000, -2.05177, 1.32404], [-3.95312, -0.58509, 3.15381], [-3.79555, 1.18270, 2.88652], [0.44420, 1.83699, 1.68616], [2.46403, 0.57658, 1.39764], [2.50477, -3.21811, -0.39186], [3.84124, -3.49014, -1.52045], [2.60677, -2.14296, -2.97229], [1.62602, -1.49094, -1.64600], [0.91616, 0.33145, -2.06821], [-0.00527, 2.29764, -1.03168], [-0.73671, 3.88571, 0.74143], [-0.24238, 5.57778, 0.65794], [-0.30921, 4.59656, -0.82140], [3.86897, 3.37614, 0.40245], [4.81908, 1.37508, -0.60933], [4.96553, -1.41429, -2.97024], [5.39203, 0.13834, -2.24883], [5.89381, -0.87094, -0.14758], [6.02413, -2.35421, -1.11696], [2.25971, -3.66640, 1.89020], [-0.15979, -3.47214, 2.42115], [-4.12584, 2.12457, 0.63178], [-5.22050, 1.87604, -1.57587]], "forces_ev_per_a": [[-0.1, -0.2, -0.1], [0.1, 0.3, 0.2], [0.1, 0.1, 0.1], [-0.2, -0.1, -0.3], [0.0, 0.2, 0.1], [0.0, -0.1, 0.2], [-0.3, 0.0, 0.0], [-0.2, 0.0, 0.2], [0.5, 0.0, 0.0], [-0.3, 0.3, 0.0], [0.1, 0.3, 0.1], [-0.1, -0.7, 0.1], [0.0, -0.1, 0.0], [-0.3, 0.3, 0.2], [0.0, -0.2, 0.0], [0.0, 0.2, 0.2], [0.2, -0.2, -0.1], [-0.2, -0.1, -0.1], [-0.1, -0.2, -0.1], [0.0, 0.0, -0.2], [-0.1, 0.3, 0.0], [-0.1, -0.1, -0.1], [0.2, 0.2, 0.1], [0.4, -0.3, -0.1], [-0.2, 0.3, 0.0], [0.1, 0.2, 0.2], [0.0, 0.0, 0.0], [-0.2, 0.1, 0.0], [0.1, -0.1, -0.1], [0.1, 0.0, 0.0], [0.3, 0.1, 0.1], [0.0, 0.0, 0.0], [-0.1, 0.1, 0.0], [0.4, 0.1, -0.1], [0.2, -0.1, 0.0], [0.0, -0.1, 0.0], [-0.1, -0.1, -0.1], [-0.1, -0.1, -0.2], [0.0, 0.0, 0.0], [0.0, -0.1, 0.1], [0.0, 0.0, 0.0], [0.0, -0.1, -0.1], [0.0, -0.1, 0.1], [0.1, 0.2, -0.1], [0.0, -0.2, 0.0], [-0.2, -0.1, 0.0], [0.1, 0.1, -0.1], [0.1, 0.0, -0.1], [-0.1, 0.0, 0.1], [-0.1, 0.0, 0.1], [0.1, 0.0, 0.0], [0.0, -0.1, 0.0], [-0.1, 0.0, 0.0], [-0.1, -0.1, 0.0], [0.0, 0.0, 0.0], [-0.1, 0.0, -0.1], [0.0, 0.0, 0.0], [0.1, -0.1, 0.0], [0.0, 0.1, 0.0], [0.0, -0.1, 0.0], [0.0, -0.1, -0.1], [0.0, 0.1, 0.0], [0.0, -0.1, 0.0], [0.0, -0.1, 0.0], [0.0, 0.1, 0.0], [0.0, 0.1, -0.1]], "relative_energy_ev": 0.095, "max_force_ha_per_bohr": 0.0133, "gap_ha": 0.3072, "e_homo_ev": -8.261, "smiles": "COc1ccc(Cn2c(=O)[nH]c3cc(C(=O)N4CCN(c5ccc(C(C)=O)cc5)CC4)ccc3c2=O)cc1", "spin_multiplicity": 1}

Record 4
{"formula": "C4H5NO", "method": "ωB97M-V with the def2-TZVPD basis set", "elements": ["O", "C", "N", "C", "C", "C", "H", "H", "H", "H", "H"], "positions_angstrom": [[-0.14733, -2.05272, -1.17569], [0.08030, -0.90310, -0.50931], [1.11726, -0.76377, 0.22250], [0.92045, 0.48378, 0.93668], [-0.30477, 1.13387, 0.34877], [-0.83603, 0.25835, -0.51502], [-0.95234, -1.97305, -1.69932], [1.80799, 1.12488, 0.93932], [0.72903, 0.20168, 1.98524], [-0.67866, 2.12623, 0.58045], [-1.73591, 0.36385, -1.11363]], "forces_ev_per_a": [[0.0, 0.1, -0.2], [0.1, 0.0, 0.1], [-0.4, -0.1, 0.0], [0.0, 0.2, 0.1], [-0.1, -0.2, -0.2], [0.1, 0.1, 0.1], [0.1, 0.0, 0.0], [-0.1, -0.1, -0.1], [0.0, 0.3, -0.1], [0.1, -0.2, 0.1], [0.2, 0.0, 0.1]], "relative_energy_ev": 0.715, "max_force_ha_per_bohr": 0.0080, "gap_ha": 0.3756, "e_homo_ev": -9.459, "smiles": "OC1=NCC=C1", "spin_multiplicity": 1}

Record 5
{"formula": "C7H8BBrO8S", "method": "ωB97M-V with the def2-TZVPD basis set", "elements": ["S", "C", "C", "C", "Br", "H", "H", "H", "H", "H", "H", "H", "H", "B", "O", "C", "O", "C", "O", "O", "O", "C", "O", "C", "O", "O"], "positions_angstrom": [[-1.65997, -0.56042, 4.02037], [-1.08880, -1.68166, 2.61971], [0.42016, -1.21394, 2.07032], [1.42114, -2.48814, 2.48430], [3.33746, -2.16923, 2.00996], [-1.95595, 0.72696, 3.54034], [-0.60613, -0.49225, 4.94595], [-1.01618, -2.77579, 3.09086], [-1.86657, -1.67707, 1.73709], [0.35381, -1.13317, 0.89542], [0.77311, -0.19605, 2.57110], [1.23676, -2.75171, 3.63256], [1.03063, -3.39590, 1.81490], [-0.02921, 1.52268, -2.72541], [-1.05014, 2.57360, -2.66617], [-1.75092, 2.37154, -1.54161], [-2.68327, 3.07201, -1.18194], [-1.23650, 1.22202, -0.84428], [-1.65545, 0.77535, 0.21124], [-0.20992, 0.69644, -1.52759], [-0.17386, 0.71942, -3.94371], [0.97877, 0.82725, -4.61938], [1.19893, 0.27995, -5.68768], [1.89180, 1.67406, -3.89716], [3.02310, 1.97190, -4.24480], [1.31722, 2.10216, -2.76440]], "forces_ev_per_a": [[-0.9, -0.7, 0.0], [1.7, -0.6, -1.3], [0.2, -0.9, 0.1], [-2.3, -0.2, -0.4], [-1.6, -0.2, 0.6], [1.1, -1.0, 0.2], [-0.6, 0.5, -1.4], [-0.4, 2.5, -0.8], [1.3, 0.4, 2.1], [0.2, 0.1, 2.5], [-0.8, -2.2, -1.3], [0.9, 0.6, -2.5], [1.1, 1.9, 1.6], [0.4, 0.3, -0.8], [-0.6, -0.5, 1.3], [-2.2, 4.1, -2.0], [1.2, -1.2, -0.2], [1.7, -3.4, 1.8], [0.3, 0.2, -0.5], [-1.3, 0.4, 1.2], [0.7, 0.2, 0.0], [-2.1, -2.9, -3.3], [-0.2, 0.9, 1.6], [3.8, 2.6, 1.4], [-1.7, -0.5, 0.4], [0.0, -0.5, -0.6]], "max_force_ha_per_bohr": 0.0978, "gap_ha": 0.2581, "e_homo_ev": -9.243, "spin_multiplicity": 1}

Record 6
{"formula": "C20H23N3O2", "method": "ωB97M-V with the def2-TZVPD basis set", "elements": ["C", "C", "C", "C", "O", "C", "C", "C", "C", "C", "N", "N", "C", "C", "N", "C", "C", "C", "C", "C", "C", "C", "O", "C", "C", "H", "H", "H", "H", "H", "H", "H", "H", "H", "H", "H", "H", "H", "H", "H", "H", "H", "H", "H", "H", "H", "H", "H"], "positions_angstrom": [[1.38983, -6.77660, -1.73769], [0.45395, -5.59661, -1.96813], [0.54061, -4.58217, -0.83164], [-0.40055, -3.40285, -1.05131], [-0.26332, -2.53060, 0.05182], [-0.98468, -1.37970, 0.07378], [-1.90076, -0.98951, -0.89761], [-2.56259, 0.21867, -0.77691], [-2.34478, 1.05249, 0.30862], [-2.94054, 2.43295, 0.35427], [-2.07016, 3.42442, -0.30482], [-0.75784, 3.37329, 0.19390], [-0.41529, 4.08316, 1.31080], [-1.44780, 4.97884, 1.90754], [0.74562, 4.01606, 1.85677], [1.69057, 3.18856, 1.31685], [2.93216, 3.05969, 1.95135], [3.89193, 2.23052, 1.42056], [3.64746, 1.51048, 0.25007], [2.43651, 1.62741, -0.39056], [1.45061, 2.46641, 0.13379], [0.15890, 2.58605, -0.51322], [-0.17317, 2.08797, -1.57443], [-1.44009, 0.64848, 1.28642], [-0.76881, -0.54909, 1.17427], [2.42101, -6.43766, -1.67099], [1.31441, -7.48949, -2.55522], [1.13741, -7.28770, -0.81148], [-0.57333, -5.95871, -2.05227], [0.71065, -5.10722, -2.91037], [0.28364, -5.06002, 0.11531], [1.56034, -4.20308, -0.74631], [-1.43800, -3.75925, -1.12732], [-0.14116, -2.88048, -1.98273], [-2.09425, -1.60748, -1.75987], [-3.25363, 0.51987, -1.55134], [-3.89595, 2.47528, -0.17070], [-3.09014, 2.75530, 1.38749], [-1.97952, 3.16008, -1.29157], [-0.94696, 5.78650, 2.43241], [-2.10050, 5.36681, 1.13001], [-2.05276, 4.43158, 2.62903], [3.10516, 3.61944, 2.85674], [4.84795, 2.13210, 1.91411], [4.41275, 0.86238, -0.14978], [2.21522, 1.08211, -1.29555], [-1.25316, 1.28172, 2.14358], [-0.05696, -0.86040, 1.92234]], "forces_ev_per_a": [[-0.2, 0.1, -0.1], [0.1, 0.0, 0.2], [-0.3, 0.2, -0.2], [0.1, -0.3, -0.2], [0.0, 0.1, 0.2], [0.0, 0.2, 0.1], [0.1, -0.3, -0.1], [0.0, 0.1, 0.3], [-0.2, 0.0, 0.1], [0.3, -0.3, 0.1], [-0.1, 0.4, -0.4], [0.0, -0.3, -0.3], [0.0, 0.3, 0.2], [-0.1, 0.1, -0.1], [-0.2, 0.4, 0.5], [0.1, -0.4, -0.6], [0.1, -0.1, -0.1], [0.0, 0.1, 0.1], [0.0, -0.1, -0.2], [0.0, 0.0, 0.0], [0.3, 0.1, 0.4], [-0.2, 0.0, -0.2], [0.2, 0.0, 0.0], [-0.1, -0.1, -0.1], [0.1, -0.2, -0.1], [0.1, 0.0, 0.0], [0.1, -0.1, 0.0], [0.0, -0.1, 0.1], [0.0, 0.0, -0.1], [-0.1, 0.0, -0.1], [0.0, 0.0, 0.1], [0.1, 0.0, 0.0], [0.1, 0.1, 0.0], [-0.1, 0.0, 0.1], [0.0, -0.1, -0.1], [-0.1, 0.0, -0.1], [0.0, 0.0, 0.1], [-0.1, 0.0, -0.1], [0.1, 0.1, 0.3], [0.1, 0.0, 0.0], [-0.1, 0.0, 0.1], [-0.1, 0.0, 0.0], [0.0, 0.1, 0.1], [0.1, 0.0, 0.1], [0.0, -0.1, 0.0], [0.0, -0.1, -0.1], [0.0, 0.1, 0.1], [0.1, -0.1, 0.1]], "relative_energy_ev": 1.514, "max_force_ha_per_bohr": 0.0144, "gap_ha": 0.3307, "e_homo_ev": -8.279, "smiles": "CCCCOc1ccc(CNn2c(C)nc3ccccc3c2=O)cc1", "spin_multiplicity": 1}

Record 7
{"formula": "C4H14NO3", "method": "ωB97M-V with the def2-TZVPD basis set", "elements": ["C", "N", "C", "C", "C", "O", "H", "H", "H", "H", "H", "H", "H", "H", "H", "H", "H", "H", "O", "H", "H", "O"], "positions_angstrom": [[0.84709, 2.37057, -0.13978], [-0.23608, 1.40939, -0.32079], [-0.43414, 0.83745, 1.18429], [0.09978, 0.27021, -1.29826], [-1.20869, -0.56984, -1.54384], [-1.17073, -1.77163, -0.90076], [1.67366, 2.16636, 0.57824], [0.23532, 3.25309, -0.05258], [1.44321, 2.70887, -1.11101], [-0.44429, 1.49090, 2.03084], [0.18860, 0.17277, 1.44378], [-1.43168, 0.16487, 1.08208], [0.47632, 0.67671, -2.20785], [1.02297, -0.21710, -1.02292], [-1.53028, -0.67828, -2.64733], [-1.93762, 0.01728, -1.10784], [0.98578, -1.94849, 1.26006], [2.29207, -2.28706, 0.05053], [1.89574, -2.25166, 0.91556], [-1.03829, -1.77794, 0.35157], [-1.05287, -2.38114, 2.01103], [-0.67586, -1.65534, 1.44499]], "forces_ev_per_a": [[1.0, 1.2, -2.9], [1.4, -1.8, 1.9], [-7.3, 2.6, -5.2], [-1.1, 1.1, 0.8], [2.0, -1.2, -0.5], [-0.3, -1.3, -0.1], [-0.9, 0.1, 0.0], [0.6, 1.0, 1.4], [-1.2, -1.3, 1.2], [-0.5, 1.5, -0.2], [5.3, -4.8, 1.1], [2.2, 2.3, 0.7], [-0.3, 1.3, -1.1], [-0.1, -1.2, 0.9], [0.9, 0.2, 1.0], [-2.0, 1.8, 0.7], [0.3, -0.3, -2.1], [-1.3, 0.5, -0.4], [0.8, -0.4, 2.3], [0.4, 0.3, -0.8], [0.6, 0.9, -1.0], [-0.6, -2.6, 2.0]], "relative_energy_ev": 4.179, "max_force_ha_per_bohr": 0.1806, "gap_ha": 0.2863, "e_homo_ev": -3.850, "charge": -1, "spin_multiplicity": 1}

Record 8
{"formula": "C6H9N", "method": "ωB97M-V with the def2-TZVPD basis set", "elements": ["C", "C", "N", "C", "C", "C", "C", "H", "H", "H", "H", "H", "H", "H", "H", "H"], "positions_angstrom": [[1.48953, 1.54373, 0.03695], [0.38966, 0.97701, -0.75718], [1.58235, 0.12093, -0.80650], [0.98200, -0.90422, 0.05898], [-0.33309, -0.14465, -0.01325], [-1.46087, -0.07868, 0.95265], [-1.64666, -0.73419, -0.39411], [1.38185, 1.34775, 1.10798], [2.45651, 1.14109, -0.49506], [-0.01805, 1.44703, -1.64970], [1.47416, -0.98804, 1.03500], [1.01267, -1.86645, -0.45466], [-1.92603, 0.88696, 1.12282], [-1.41095, -0.72000, 1.82814], [-1.73241, -1.81741, -0.43387], [-2.24069, -0.21087, -1.13817]], "forces_ev_per_a": [[0.4, -0.9, 0.0], [-0.2, -0.2, -0.4], [0.0, -0.7, -0.2], [-0.2, -0.4, 0.2], [-0.2, 0.0, 0.1], [-0.1, 0.1, 0.2], [-0.1, -0.1, -0.2], [0.3, 0.0, -0.2], [0.3, 2.1, 0.4], [0.0, 0.0, 0.1], [-0.1, 0.0, -0.2], [-0.2, -0.1, 0.1], [0.0, -0.1, 0.0], [0.0, 0.1, -0.1], [0.0, 0.2, 0.0], [0.1, 0.0, 0.1]], "relative_energy_ev": 5.548, "max_force_ha_per_bohr": 0.0429, "gap_ha": 0.3702, "e_homo_ev": -9.016, "smiles": "C1[C@H]2N1CC21CC1", "spin_multiplicity": 1}